Density functional theory data (wB97M-V/def2-TZVPD) for an isolated molecule of C24H23N3O4S in a non-equilibrium geometry.

Its gap between HOMO and LUMO is 7.175 eV. The charge is 0. The relative energy (zero: lowest compared OMol25 entry of this formula, charge and spin) comes out at 341.1 kJ/mol. As for the structure (SMILES): CCCCCOc1ccc(/C=c2\sc3nc(=O)c(-c4ccccc4)nn3c2=O)cc1OC. The total energy is -1791.7443 Ha.

The geometry in XYZ format:
```
55
Properties=species:S:1:pos:R:3:mulliken_charge:R:1
S 0.330 1.285 0.033 -0.2263
O -0.467 -0.818 -3.089 -0.5845
O 2.544 4.532 -2.945 -0.5956
O -2.001 -2.744 4.981 -0.5117
O -0.869 -0.480 4.579 -0.4778
N 0.688 1.638 -3.791 -1.1939
N 1.442 3.110 -1.578 -0.5401
N 0.494 1.202 -2.537 0.4805
C -1.761 -2.852 1.314 -1.4928
C -0.271 0.788 4.435 -0.9564
C 1.286 2.768 -3.980 0.2015
C 1.695 4.535 -5.693 -0.4782
C -1.748 -2.462 3.691 0.8399
C -1.133 -1.200 3.461 0.9838
C 1.445 3.203 -5.365 1.0046
C -1.350 -5.083 5.321 -0.5072
C 1.831 4.906 -7.019 -0.6327
C -0.853 -5.961 8.284 -1.1953
C 1.328 2.257 -6.389 -0.3412
C 1.468 2.637 -7.707 -0.6716
C -0.141 -4.705 6.179 -0.6413
C -0.874 -1.248 -0.280 -0.5216
C -0.411 -4.632 7.682 -0.4018
C -0.134 -0.020 -2.252 0.3984
C 1.821 3.571 -2.834 0.2113
C -0.297 -0.139 -0.802 -0.2705
C -2.050 -3.267 2.598 -0.5286
C 0.830 1.995 -1.478 0.9267
C -1.154 -1.616 1.073 1.1290
C -0.848 -0.800 2.175 -0.4004
C 1.721 3.963 -8.027 -0.3448
C -2.458 -4.028 5.360 -0.8317
H -0.140 -6.746 8.039 0.2914
H -2.814 -3.893 6.384 0.4898
H 1.782 5.276 -4.916 0.3877
H 1.133 1.229 -6.126 0.4378
H -2.008 -3.495 0.482 0.3801
H 1.382 1.899 -8.492 0.3661
H -0.914 -5.881 9.367 0.3809
H -1.011 -5.208 4.290 0.3624
H 0.512 -4.315 8.171 0.3484
H -1.771 -6.033 5.651 0.4390
H -3.308 -4.339 4.740 0.3381
H -0.901 1.466 3.851 0.3720
H -0.164 1.175 5.446 0.2384
H 0.226 -3.732 5.845 0.2029
H -1.168 -1.973 -1.033 0.4176
H 0.648 -5.439 5.998 0.4035
H 1.833 4.259 -9.060 0.3820
H 0.715 0.717 3.967 0.3698
H -1.162 -3.868 7.887 0.2602
H 2.023 5.940 -7.265 0.3812
H -2.521 -4.226 2.741 0.3421
H -0.379 0.153 2.003 0.2871
H -1.832 -6.258 7.914 0.2917
```


Density functional theory data (wB97M-V/def2-TZVPD) for a structure of composition C24H23N4O2Pd.

Its gap between HOMO and LUMO is 5.836 eV. The charge is +1. The relative energy (zero: lowest compared OMol25 entry of this formula, charge and spin) comes out at 37.9 kJ/mol. The total energy is -1425.4686 Ha.

The geometry in XYZ format:
```
54
Properties=species:S:1:pos:R:3:mulliken_charge:R:1
Pd 0.930 -0.962 -0.524 0.9211
O 3.072 -1.029 -0.343 -0.6431
O 0.460 1.126 -0.233 -0.7159
N 1.639 0.090 1.675 0.6602
N 0.988 1.062 2.060 -0.5410
N -1.026 -1.359 -0.502 0.1829
N 1.013 -2.878 -0.842 -0.1203
C -1.909 1.222 -3.893 -0.7185
C 1.948 -3.810 -1.072 -0.4709
C 2.192 -0.424 4.082 -1.3262
C -1.293 -2.629 -0.611 0.2740
C -0.483 2.821 1.109 0.6581
C 2.450 -0.575 2.625 0.4936
C -1.203 3.364 0.035 -0.3523
C -4.203 1.158 -3.200 -0.6410
C 5.144 -1.906 0.334 -1.5320
C -1.532 0.593 -2.716 -0.0106
C 3.780 -1.354 0.606 1.1164
C 3.445 -1.263 2.055 -0.6289
C -0.028 -4.884 -0.962 -0.8423
C -3.825 0.521 -2.026 -0.5443
C -3.244 1.513 -4.136 -0.4864
C -2.005 4.467 0.242 -0.7862
C 0.318 1.638 0.867 0.2985
C -0.211 -3.513 -0.777 -0.2953
C -2.088 5.032 1.512 -0.3217
C 1.341 -5.066 -1.150 -0.6819
C -2.488 0.241 -1.768 1.0143
C -0.572 3.390 2.385 -0.0999
C -2.128 -0.399 -0.446 -1.6446
C -1.377 4.498 2.578 -0.7411
H -5.249 1.367 -3.386 0.4093
H -1.880 0.373 0.286 0.2397
H -2.326 -2.965 -0.588 0.4511
H 5.897 -1.362 0.907 0.5064
H 4.161 -1.756 2.702 0.3965
H -0.014 2.968 3.207 0.4846
H 5.368 -1.860 -0.727 0.3477
H -1.450 4.948 3.559 0.4151
H -0.797 -5.638 -0.973 0.4567
H -1.156 1.482 -4.627 0.4063
H -2.567 4.890 -0.579 0.4348
H -4.582 0.239 -1.303 0.3779
H -0.487 0.365 -2.550 0.3958
H 2.852 -1.070 4.654 0.4012
H -1.133 2.903 -0.942 0.4568
H 2.351 0.612 4.385 0.3172
H -2.718 5.898 1.670 0.4056
H -3.536 2.003 -5.055 0.4162
H 5.173 -2.944 0.679 0.3947
H 1.155 -0.671 4.312 0.3483
H -3.004 -0.917 -0.050 0.4826
H 1.852 -5.996 -1.339 0.4342
H 2.986 -3.552 -1.204 0.5465
```


Density functional theory data (wB97M-V/def2-TZVPD) for a structure of composition C24H23N6O4Ru in a non-equilibrium geometry.

Its gap between HOMO and LUMO (spin up / spin down) is 8.567 / 5.549 eV. As for the spin multiplicity: 6. The charge is +2. The total energy is -1652.2059 Ha.

The geometry in XYZ format:
```
58
Properties=species:S:1:pos:R:3:mulliken_charge:R:1
Ru 0.295 -0.607 -0.088 0.7930
O -0.294 -2.685 -0.365 -0.7099
O -4.387 -4.459 0.056 -0.5086
O -5.971 -3.094 -0.673 -0.5538
O -1.809 -4.184 0.258 -0.7243
N -0.135 -0.111 2.140 0.4182
N 2.446 -0.008 0.366 0.5933
N 0.492 1.844 -0.417 1.0916
N -0.089 -0.070 -2.349 0.7823
N -2.190 -0.683 -0.085 0.6201
N -3.334 0.005 -0.156 -0.4765
C -2.528 -1.975 -0.121 -0.2305
C -3.931 -2.104 -0.204 0.1654
C 0.142 -0.291 4.877 -0.4117
C -4.847 -3.302 -0.292 0.4452
C -0.325 2.214 -1.581 -1.2469
C -1.461 -3.060 -0.070 0.6543
C 0.397 0.894 4.211 -0.9847
C -0.018 2.525 0.785 -1.2218
C 0.699 2.212 2.102 -0.9291
C 3.313 -0.916 0.820 -0.3158
C -0.398 -1.257 2.776 -0.1498
C -0.084 -0.724 -4.633 -0.8608
C 4.261 1.361 -0.318 -1.1420
C 2.897 1.123 -0.178 0.3664
C -4.399 -0.798 -0.232 -0.3450
C 4.682 -0.743 0.724 -0.9085
C -0.201 1.211 -2.703 0.5341
C -0.251 -1.401 4.142 -0.9247
C 5.167 0.415 0.130 -0.3437
C 1.906 2.142 -0.694 -1.1101
C -0.017 -1.016 -3.278 -0.5292
C -0.251 1.587 -4.039 -0.8535
C 0.286 0.951 2.822 0.7366
C -0.202 0.604 -5.018 -0.3891
H 2.051 2.183 -1.779 0.6142
H -0.061 3.217 -1.946 0.4253
H -3.344 1.015 -0.125 0.1662
H 2.172 3.134 -0.302 0.4559
H -3.407 -4.508 0.261 0.4267
H -1.072 2.250 0.898 0.4165
H 0.092 -2.038 -2.928 0.5087
H -0.050 -1.520 -5.360 0.4536
H -1.377 2.239 -1.278 0.5391
H -5.409 -0.446 -0.285 0.5732
H -0.339 2.628 -4.307 0.5018
H 4.599 2.274 -0.782 0.5221
H 0.035 3.612 0.623 0.4590
H 0.505 3.046 2.781 0.5644
H 6.228 0.580 0.020 0.4701
H 0.689 1.775 4.761 0.4764
H -0.263 0.874 -6.062 0.4593
H 2.889 -1.800 1.288 0.4692
H 5.348 -1.497 1.108 0.4657
H -0.436 -2.350 4.614 0.5167
H 1.783 2.177 1.952 0.3143
H -0.749 -2.095 2.184 0.4164
H 0.251 -0.350 5.949 0.4548
```


Density functional theory data (wB97M-V/def2-TZVPD) for a structure of composition C24H24As2CsF6N6O7S2 in a non-equilibrium geometry.

Its gap between HOMO and LUMO (spin up / spin down) is 6.763 / 5.999 eV. As for the spin multiplicity: 2. The charge is -2. The relative energy (zero: lowest compared OMol25 entry of this formula, charge and spin) comes out at 492.6 kJ/mol. The total energy is -7671.5858 Ha.

The geometry in XYZ format:
```
72
Properties=species:S:1:pos:R:3:mulliken_charge:R:1
Cs 0.578 1.779 0.006 2.6845
As 3.285 1.130 1.841 1.1557
As 3.230 0.841 -2.319 1.9375
S -1.810 3.602 -0.522 1.1531
S -2.732 0.377 -0.280 1.7758
F 2.449 0.490 -0.814 -0.3846
F 2.583 -0.567 -3.139 -0.4779
F 4.611 -0.198 -1.773 -0.5213
F 2.012 1.884 -2.969 -0.4161
F 4.213 1.141 -3.808 -0.5433
F 4.056 2.219 -1.572 -0.5090
O -1.950 4.992 -0.946 -0.8253
O -1.290 2.738 -1.575 -0.6462
O -1.090 3.472 0.737 -0.8248
O -2.688 0.186 -1.724 -0.7368
O 1.411 4.765 2.519 -0.5819
O -1.475 0.742 0.343 -0.8097
O -3.367 -0.752 0.399 -0.7817
N -0.132 -3.307 -0.878 -0.5738
N 0.128 -1.057 -1.452 0.4662
N 0.383 -1.367 3.253 -0.0766
N 2.948 3.246 1.590 -0.8062
N 0.130 -3.179 0.409 -0.8331
N -0.786 -0.357 -3.483 0.2257
C -0.512 -2.695 -3.137 0.6196
C -3.511 3.073 -0.177 -0.0551
C -0.397 -2.305 1.177 0.3524
C -0.164 -2.363 -1.757 0.9263
C 3.393 -0.897 1.893 -0.8851
C -4.459 4.074 -0.047 -0.6859
C -0.620 -3.528 3.332 -0.6314
C 0.233 -2.545 5.328 -0.6118
C -0.903 -1.628 -3.965 -0.0323
C -5.217 1.438 0.181 -0.7292
C -1.366 -3.176 -5.747 -0.4392
C -5.786 3.765 0.196 -0.5010
C 5.127 1.395 1.245 -1.2326
C -6.168 2.437 0.312 -0.5313
C 2.105 3.956 2.039 0.7530
C -0.251 -0.140 -2.256 -1.4006
C 0.584 -1.450 4.556 -0.1786
C -0.196 -2.391 2.626 0.2900
C -0.912 -4.222 -4.955 -0.6259
C -0.403 -3.602 4.693 -0.4112
C 3.574 1.429 3.777 -1.3673
C -3.886 1.753 -0.049 -0.2076
C -0.501 -3.984 -3.657 -0.6801
C -1.359 -1.885 -5.258 -0.7345
H 0.454 -2.574 6.386 0.3771
H 1.082 -0.602 5.014 0.2677
H -1.117 -4.326 2.803 0.4182
H -7.205 2.183 0.499 0.3612
H -1.688 -1.057 -5.868 0.4111
H 5.263 2.445 0.987 0.3270
H -1.073 -1.518 0.837 0.0763
H -1.286 0.408 -3.906 0.3134
H -0.168 0.894 -1.969 -0.1521
H 2.456 -1.285 2.276 -0.0146
H 3.995 2.425 3.928 0.4088
H 4.250 0.677 4.198 0.3812
H -4.124 5.092 -0.160 0.4897
H -0.880 -5.226 -5.354 0.3720
H 5.304 0.778 0.363 0.3148
H 2.615 1.378 4.295 0.3172
H 3.546 -1.252 0.878 0.3322
H -1.707 -3.374 -6.755 0.3855
H -5.479 0.394 0.264 0.4873
H 5.824 1.103 2.038 0.4165
H -0.163 -4.786 -3.022 0.4434
H -0.711 -4.468 5.264 0.3922
H -6.525 4.552 0.281 0.3579
H 4.233 -1.188 2.528 0.4648
```